# 1
# C22H49N2P3S2Zr

A molecular structure, C22H49N2P3S2Zr (ωB97M-V/def2-TZVPD, OMol25).

Structure (XYZ):
```
79
Properties=species:S:1:pos:R:3
Zr 0.441 -0.528 -0.477
S 0.878 -1.894 1.552
S 0.304 -1.666 -2.891
P -0.533 1.728 0.667
P 2.605 0.921 -0.718
P -2.192 -1.026 -0.680
N 1.244 -0.202 3.682
N -0.776 -1.437 3.613
C -0.879 3.160 -0.454
C -0.552 0.386 -4.503
C 3.601 1.024 0.813
C -3.077 0.225 -1.711
C -2.394 -1.197 -5.902
C -1.686 -1.733 -4.829
C 3.903 0.420 -1.902
C 1.630 -0.277 5.122
C -1.364 -0.940 4.895
C 2.484 2.692 -1.211
C 0.397 -1.096 3.085
C -2.207 0.140 -6.264
C 0.518 2.558 1.930
C -0.718 -0.951 -4.133
C 2.090 -1.657 5.577
C 2.655 -2.033 -3.864
C -1.280 0.918 -5.577
C 2.202 -2.292 -2.456
C -3.301 -1.136 0.783
C -2.108 1.796 1.615
C -2.620 -2.608 -1.490
C -1.524 0.553 4.966
H -1.858 -2.760 -4.495
H 2.311 -1.603 6.659
H 3.448 3.020 -1.630
H -3.083 -1.852 -6.448
H 2.444 0.450 5.235
H 0.822 1.838 2.705
H 0.195 1.001 -4.009
H 2.220 3.340 -0.365
H 0.044 3.511 -0.934
H 1.413 3.002 1.480
H -1.709 -3.163 -1.740
H 4.577 1.476 0.584
H 3.107 1.631 1.581
H 4.322 -0.564 -1.643
H 3.667 -1.624 -3.902
H 4.707 1.177 -1.880
H 2.715 -3.010 -4.323
H -0.067 3.360 2.404
H -3.204 -3.205 -0.781
H -1.144 1.956 -5.904
H 2.047 -0.039 3.068
H -3.249 1.144 -1.135
H -2.442 0.863 4.479
H 1.957 -1.437 -4.522
H -2.980 1.751 0.954
H 1.310 -2.429 5.412
H 3.760 0.016 1.221
H 1.897 -3.321 -2.224
H 2.998 -2.087 -1.719
H -1.597 0.866 6.005
H -2.769 0.534 -7.115
H -2.168 0.971 2.332
H -1.276 -2.176 3.101
H 3.024 -1.942 5.051
H 1.717 2.795 -1.991
H 0.773 0.087 5.693
H -0.701 1.093 4.512
H -3.203 -2.441 -2.403
H 3.483 0.362 -2.917
H -2.699 -1.232 1.702
H -1.313 3.979 0.145
H -2.349 -1.418 4.956
H -3.925 -2.034 0.672
H -3.942 -0.246 0.852
H -1.596 2.861 -1.234
H -2.151 2.742 2.174
H -2.476 0.455 -2.602
H -0.759 -1.337 5.723
H -4.037 -0.209 -2.021
```

- orbital gap (eV) = 6.36
- spin multiplicity = 1
- total charge = +4

Löwdin charges, unit e, in atom order:
1. Zr 0.808
2. S 0.643
3. S 0.852
4. P 0.749
5. P 0.714
6. P 0.729
7. N 0.013
8. N 0.063
9. C -0.206
10. C -0.113
11. C -0.232
12. C -0.217
13. C -0.006
14. C -0.062
15. C -0.240
16. C -0.194
17. C -0.162
18. C -0.230
19. C -0.665
20. C 0.008
21. C -0.231
22. C -0.551
23. C -0.047
24. C -0.180
25. C -0.022
26. C -0.313
27. C -0.222
28. C -0.239
29. C -0.236
30. C -0.068
31. H 0.122
32. H 0.114
33. H 0.083
34. H 0.145
35. H 0.143
36. H 0.021
37. H 0.101
38. H 0.046
39. H 0.027
40. H 0.032
41. H 0.021
42. H 0.090
43. H 0.035
44. H 0.061
45. H 0.091
46. H 0.090
47. H 0.106
48. H 0.084
49. H 0.063
50. H 0.138
51. H 0.100
52. H 0.035
53. H 0.079
54. H 0.079
55. H 0.046
56. H 0.085
57. H 0.053
58. H 0.086
59. H 0.083
60. H 0.114
61. H 0.145
62. H 0.015
63. H 0.141
64. H 0.099
65. H 0.046
66. H 0.096
67. H 0.055
68. H 0.067
69. H 0.057
70. H 0.016
71. H 0.092
72. H 0.146
73. H 0.070
74. H 0.063
75. H 0.051
76. H 0.085
77. H 0.030
78. H 0.127
79. H 0.086



# 2
# C5H10N2O

2 unconnected molecules or ions with the total composition C5H10N2O (ωB97M-V/def2-TZVPD, OMol25).

Structure (XYZ):
```
18
Properties=species:S:1:pos:R:3
O -0.060 -0.862 -0.536
N 2.444 1.126 -0.516
N -0.430 1.871 -1.627
C -1.332 -1.450 -0.742
C 1.401 1.022 0.216
C -0.382 -0.649 1.889
C 0.463 -0.739 0.802
C -0.209 1.556 -0.459
H -0.129 -1.048 2.856
H -1.477 -1.451 -1.822
H -2.113 -0.883 -0.224
H -1.368 -0.214 1.833
H 1.496 1.462 1.211
H 2.301 0.730 -1.450
H -0.866 1.769 0.375
H 1.377 -1.309 0.944
H -1.341 -2.491 -0.407
H 0.223 1.560 -2.345
```

- orbital gap (eV) = 8.09
- spin multiplicity = 1
- structure (SMILES) = [H]/N=C\C=N/[H].C=COC

Löwdin charges, unit e, in atom order:
1. O -0.245
2. N 0.082
3. N 0.103
4. C -0.092
5. C -0.265
6. C 0.055
7. C -0.271
8. C -0.165
9. H 0.059
10. H 0.092
11. H 0.083
12. H 0.056
13. H 0.089
14. H 0.046
15. H 0.090
16. H 0.130
17. H 0.092
18. H 0.062



Total energy list, top to bottom, in a.u.: -2843.1580, -381.0670
E_LUMO list, top to bottom, in eV: -13.5, -0.5